Computed, not measured: a molecular structure, C39H51CeN4SSi in a non-equilibrium geometry, with ωB97M-V/def2-TZVPD.

Geometry as XYZ:
```
97
Properties=species:S:1:pos:R:3:forces:R:3
Ce 13.535 10.493 13.428 0.839 0.246 -0.298
S 13.602 10.056 10.476 -0.057 0.142 -0.336
Si 15.568 8.758 15.921 0.351 1.447 0.477
N 13.857 11.886 8.571 -0.371 0.134 0.483
N 12.603 8.126 13.266 -1.092 0.426 -0.169
N 15.544 8.426 13.064 0.732 -0.898 -0.422
N 11.833 11.898 9.779 0.812 -0.280 0.264
C 13.819 13.102 7.757 0.417 -0.631 -1.027
C 15.468 7.567 17.346 -0.024 -0.578 0.392
C 8.791 11.345 13.216 0.011 -0.449 0.100
C 15.387 7.362 11.997 0.045 0.529 0.466
C 14.179 12.948 12.311 0.324 0.011 -0.493
C 8.849 11.976 14.501 0.124 0.086 1.103
C 11.179 11.370 14.546 -0.314 0.139 0.167
C 11.095 12.934 9.078 -0.582 0.066 -0.544
C 15.658 7.723 14.342 -0.185 0.690 0.673
C 15.265 5.778 19.523 0.428 0.853 -0.936
C 14.246 5.893 18.585 -0.075 0.492 -0.192
C 19.185 11.020 16.590 -1.531 -0.827 0.900
C 16.814 9.126 12.735 -0.085 0.962 0.346
C 15.439 12.355 12.519 -0.291 -0.201 0.886
C 9.737 9.870 11.487 1.313 -1.267 0.037
C 11.199 10.835 13.283 -0.939 -0.525 0.357
C 13.403 12.802 6.297 -0.840 0.318 1.080
C 16.501 10.964 17.445 0.785 -1.516 -1.564
C 13.609 13.206 13.556 -0.315 0.578 0.406
C 16.577 6.430 11.853 -0.031 -0.558 0.451
C 7.404 10.394 11.475 -0.311 0.053 0.769
C 14.015 9.767 15.692 0.380 -0.504 -1.011
C 15.609 12.208 13.927 1.082 0.271 0.583
C 17.424 11.806 18.012 -1.611 0.705 0.861
C 18.091 8.286 12.528 -0.121 0.116 -0.533
C 13.057 11.427 9.529 -0.658 -0.311 0.508
C 14.518 12.823 14.579 -0.656 -0.535 -2.455
C 11.235 14.314 9.720 -0.908 0.174 0.754
C 18.304 10.067 16.075 -0.280 0.215 -1.108
C 9.893 10.628 12.656 1.336 1.694 0.633
C 14.306 6.795 17.514 0.880 -0.450 1.074
C 10.007 11.872 15.227 0.259 0.190 -0.396
C 18.723 11.795 17.642 1.311 -0.546 -1.032
C 16.952 10.013 16.460 -0.620 0.322 0.336
C 8.497 9.664 10.962 -0.736 0.407 0.253
C 16.542 7.399 18.261 0.011 -0.419 -0.197
C 17.851 7.167 11.505 -1.083 1.760 -0.133
C 16.462 6.513 19.349 -1.540 -0.287 -0.310
C 7.565 11.233 12.574 -1.345 -0.281 -0.936
H 16.389 5.747 11.035 -0.379 -0.361 -0.119
H 14.674 11.318 8.511 0.586 -0.117 -0.210
H 19.426 12.333 18.199 0.845 1.173 0.539
H 17.470 7.941 18.044 -0.357 -0.112 0.374
H 6.678 11.749 12.988 0.613 -0.334 -0.261
H 16.156 12.142 11.752 0.155 -0.353 -0.116
H 10.062 12.559 9.109 0.107 0.505 0.003
H 18.666 9.448 15.240 -0.212 0.016 0.499
H 11.379 11.424 10.562 0.064 0.312 -0.324
H 16.508 7.070 14.371 0.372 -0.624 0.026
H 18.909 8.940 12.163 -0.483 -0.165 0.366
H 15.084 5.141 20.368 0.311 -0.227 0.238
H 15.218 7.913 11.091 -0.082 0.108 -0.711
H 18.436 7.817 13.449 -0.036 0.181 0.235
H 12.628 13.643 13.698 0.178 0.103 0.083
H 11.358 12.932 8.008 -0.007 -0.014 0.541
H 6.379 10.217 11.144 0.435 0.059 -0.269
H 10.892 15.177 9.139 -0.618 -0.536 -0.130
H 15.464 10.972 17.733 -0.153 0.082 0.192
H 10.752 14.314 10.720 0.011 0.088 -0.639
H 12.116 11.510 15.118 -0.116 -0.102 -0.014
H 13.509 13.687 5.677 -0.243 0.073 -0.009
H 17.215 6.341 20.101 0.447 0.388 -0.223
H 12.379 12.394 6.283 0.181 0.467 -0.165
H 13.431 6.867 16.880 0.093 0.158 -0.228
H 11.936 8.065 14.041 0.321 -0.272 -0.278
H 13.250 7.354 13.260 -0.181 -0.145 0.199
H 14.826 13.495 7.760 0.416 0.033 -0.023
H 17.772 7.616 10.480 0.004 -0.417 0.736
H 16.478 11.790 14.472 -0.581 0.387 -0.581
H 14.747 7.130 14.438 0.101 -0.431 0.274
H 13.992 12.029 5.866 0.815 -0.606 -0.214
H 18.654 6.497 11.520 1.344 -0.984 -0.184
H 14.006 10.652 16.277 0.081 0.873 0.717
H 17.107 12.544 18.743 -0.032 -0.239 0.162
H 12.233 14.616 9.925 1.307 -0.281 0.156
H 13.359 5.304 18.717 -0.342 -0.198 0.061
H 12.046 8.097 12.404 0.251 -0.091 0.341
H 14.503 6.760 12.196 -0.068 -0.001 0.033
H 10.622 9.269 11.100 -1.108 0.960 0.447
H 13.784 13.241 11.346 -0.093 -0.141 0.174
H 13.241 13.870 8.229 -0.500 0.166 0.136
H 7.937 12.448 14.969 1.047 -0.657 -0.793
H 16.682 5.800 12.778 0.075 0.542 -0.839
H 16.967 9.934 13.475 0.072 -0.598 -0.078
H 10.098 12.204 16.271 -0.157 -0.035 -0.602
H 14.310 13.030 15.577 0.106 -0.135 1.667
H 13.144 9.204 15.983 -0.598 -0.474 0.128
H 20.196 11.077 16.290 0.906 -0.045 -0.354
H 8.360 8.891 10.235 -0.181 -0.067 -0.581
H 16.531 9.665 11.840 0.447 0.125 -0.645
```
Forces are in eV/Å.

Values from the calculation:
LUMO (alpha / beta) in eV: -3.15 / -3.15
Energy relative to the best compared isomer or geometry (same formula, charge and spin) in kcal/mol: 0.00
Gap between HOMO and LUMO (alpha / beta) in eV: 7.42 / 7.43
Total energy in hartree: -2898.322293
Charge: +1
Spin multiplicity: 1

Löwdin population analysis, charges in e, atoms 1 to 5:
1. Ce 0.884
2. S 0.696
3. Si 0.655
4. N 0.038
5. N 0.039


Computed, not measured: a molecular structure, C26H33ClNSn in a non-equilibrium geometry, with ωB97M-V/def2-TZVPD.

Geometry as XYZ:
```
62
Properties=species:S:1:pos:R:3:forces:R:3
Sn 0.146 0.960 -0.443 1.434 -1.204 -0.666
Cl 2.890 3.030 3.759 0.280 0.175 0.101
N 0.184 0.696 2.083 1.244 0.147 0.498
C 1.537 -2.007 0.343 -0.766 -0.033 -0.486
C 0.779 1.603 4.671 -0.103 -0.080 -0.514
C 1.566 1.967 3.580 -0.385 -0.415 -0.408
C -4.000 3.029 -1.704 0.192 -0.552 -0.379
C 0.767 2.882 -3.326 0.262 0.540 -1.825
C 3.028 2.666 -1.761 -0.162 -0.871 0.276
C 0.316 -2.630 -0.017 1.205 0.432 0.090
C 1.347 -1.136 -3.288 0.186 -0.006 -0.508
C 1.717 2.547 -1.259 -2.217 4.158 1.107
C 2.029 2.606 -3.909 -0.027 -0.317 0.328
C 3.194 2.700 -3.152 -0.509 0.506 -0.294
C -3.381 0.636 -2.445 -0.663 1.098 -0.011
C -3.911 1.537 -1.344 1.885 0.870 0.544
C -1.051 -2.937 -2.176 -0.305 -0.209 -0.168
C 2.048 -1.342 -0.807 -0.600 1.007 1.619
C 1.258 1.497 2.296 -0.784 -0.124 1.059
C -0.517 -3.467 0.878 -0.241 -0.108 0.145
C -0.267 0.709 4.448 0.180 -0.070 -0.384
C 1.135 -1.568 -1.886 -2.321 -0.449 -0.039
C 3.358 -0.659 -0.894 0.625 -0.003 -0.173
C 2.232 -2.130 1.644 0.227 -0.058 0.375
C 0.072 -2.373 -1.389 1.178 0.813 -0.665
C -3.568 1.299 0.012 -0.419 -0.578 -0.499
C -2.861 0.180 0.426 0.203 0.544 -0.190
C -0.498 0.234 3.153 -0.004 0.455 -0.110
C 0.679 3.402 -2.044 2.727 -4.951 -0.326
H 0.415 -1.205 -3.861 0.250 0.085 0.038
H -3.708 2.089 0.751 -0.088 -0.067 -0.342
H 3.885 2.703 -1.068 -0.424 -0.849 -0.449
H -0.134 4.041 -1.832 -1.112 -0.088 1.333
H -0.132 -4.497 0.945 -0.148 0.244 0.022
H 3.486 0.054 -0.067 0.130 -0.143 -0.174
H -0.136 2.687 -3.937 0.524 0.997 0.038
H -1.085 -2.500 -3.179 -0.120 -0.122 0.139
H -3.363 1.231 -3.383 -0.013 -0.733 0.540
H -3.893 -0.310 -2.620 -0.080 -0.017 0.197
H -3.527 3.140 -2.712 -0.489 0.174 0.855
H 2.779 -1.211 1.886 -0.030 -0.162 0.105
H 2.962 -2.958 1.633 -0.173 0.242 0.085
H 3.463 -0.119 -1.840 0.018 -0.035 0.229
H -1.272 -0.525 2.977 0.329 0.445 -0.017
H 1.711 -0.101 -3.334 -0.034 -0.193 -0.142
H 2.093 -1.776 -3.792 -0.206 0.219 0.069
H -0.530 -3.050 1.894 -0.049 -0.193 -0.103
H -2.011 -2.749 -1.675 -0.001 -0.108 -0.197
H -2.441 0.130 1.436 -0.411 -0.056 -0.455
H -0.950 -4.029 -2.289 -0.114 0.304 -0.010
H 1.859 1.815 1.440 -0.222 -0.033 0.235
H -3.385 3.545 -0.945 -0.351 0.090 -0.432
H 4.190 -1.384 -0.836 -0.221 0.194 0.031
H -4.991 3.519 -1.732 0.305 -0.505 0.073
H -1.547 -3.519 0.507 0.108 -0.093 0.146
H 0.995 2.025 5.646 -0.082 -0.128 -0.041
H 2.088 2.354 -4.949 -0.084 -0.023 -0.342
H 4.164 2.749 -3.649 -0.211 -0.027 0.345
H 1.513 -2.336 2.446 0.225 0.062 -0.016
H -0.919 0.390 5.255 0.209 -0.041 -0.078
H -2.741 -0.684 -0.215 0.065 -0.053 0.076
H -2.352 0.412 -2.131 0.178 -0.109 -0.255
```
Forces are in eV/Å.

Values from the calculation:
LUMO (alpha / beta) in eV: -5.71 / -5.62
Gap between HOMO and LUMO (alpha / beta) in eV: 3.61 / 3.74
Total energy in hartree: -1739.236895
Charge: +1
Spin multiplicity: 1

natural (NBO) population analysis, charges in e, atoms 1 to 5:
1. Sn 1.274
2. Cl 0.073
3. N -0.529
4. C -0.156
5. C -0.158


Computed, not measured: 4 unconnected molecules or ions with the total composition CH9O4 in a non-equilibrium geometry, with ωB97M-V/def2-TZVPD.

Geometry as XYZ:
```
14
Properties=species:S:1:pos:R:3:forces:R:3
O 0.746 -0.869 -0.922 0.231 0.362 0.425
O -2.047 -0.990 -0.310 0.013 0.039 -0.643
O -0.638 0.759 2.654 0.234 0.171 0.132
O 0.282 1.263 0.274 -0.450 0.195 0.392
C 1.689 -0.274 -1.782 -0.219 -1.099 -0.514
H 0.757 2.060 0.515 0.230 -0.094 -0.209
H -1.906 -0.043 -0.442 -0.035 0.172 0.487
H 0.520 -0.088 -0.262 0.455 -0.229 -0.624
H -1.312 -1.316 -0.855 0.125 -0.169 0.304
H 2.698 -0.170 -1.349 -0.289 0.439 0.280
H 1.865 -0.969 -2.624 -0.250 0.220 0.020
H -0.200 0.940 1.741 -0.483 -0.250 0.129
H 1.285 0.663 -2.172 0.415 0.189 0.045
H -0.612 -0.192 2.787 0.024 0.054 -0.225
```
Forces are in eV/Å.

Values from the calculation:
LUMO in eV: 4.16
Energy relative to the best compared isomer or geometry (same formula, charge and spin) in kcal/mol: 9.09
Gap between HOMO and LUMO in eV: 8.87
Total energy in hartree: -344.480454
Charge: -1
Spin multiplicity: 1

natural (NBO) population analysis, charges in e, atoms 1 to 5:
1. O -0.827
2. O -0.975
3. O -1.042
4. O -1.250
5. C -0.234


Number 1: M 776.1 g/mol. Number 2: M 513.7 g/mol. Number 3: M 85.1 g/mol.